Entry 1:
Computed, not measured: a structure of composition C15H24N2O3 at a distorted geometry, with the ωB97M-V functional and the def2-TZVPD basis.

The geometry in XYZ format:
```
44
Properties=species:S:1:pos:R:3:forces:R:3
C -3.79959 -2.66521 0.59592 3.54 -7.73 -9.30
H -4.23314 -2.84060 -0.43225 -0.90 -1.17 0.78
H -4.36510 -2.76494 1.31881 -5.72 -1.63 6.91
H -2.94365 -3.38391 0.54546 -0.28 -0.06 0.70
O -3.42568 -1.50357 0.49983 -1.63 9.84 7.06
C -2.62423 -0.88598 -0.21007 2.91 4.43 -2.70
C -2.17203 -1.64777 -1.17622 5.07 1.60 -7.71
C -1.24380 -0.91886 -2.38109 -3.26 2.07 7.01
C -0.88455 0.39629 -2.18953 -9.76 -10.91 7.11
C -1.24612 1.06683 -1.02150 -3.85 -0.55 2.99
C -2.21403 0.73511 -0.06240 2.68 -8.75 -6.77
O -2.67002 1.46271 0.82590 -2.60 0.69 5.44
C -3.00414 0.66718 2.04185 -6.58 10.58 1.28
H -3.00794 1.78743 2.87472 0.23 -3.70 -2.02
H -2.36946 0.05974 2.41650 4.71 -4.28 1.67
H -4.10764 0.41232 2.19997 1.76 -0.01 -1.12
C -0.70288 2.34687 -0.75321 -1.74 7.73 -0.01
N 0.63045 2.45350 -0.34630 2.98 0.41 -2.57
H 1.29872 2.07903 -1.17899 -1.68 0.78 3.28
C 0.89261 1.95298 0.98884 0.93 0.45 -0.69
C 2.27936 1.29362 0.80550 0.30 11.96 11.04
N 2.35937 0.44668 -0.04217 3.78 -10.40 -13.34
C 3.83797 0.25078 -0.58638 -6.88 -2.36 -5.23
H 4.28998 1.14765 -0.55603 1.37 3.43 -0.81
C 4.62414 -0.62522 0.04897 5.50 -7.87 10.01
H 5.69619 -0.99715 -0.12855 -1.77 1.24 -0.93
O 3.98011 -2.22338 0.42833 -0.70 5.98 -1.78
C 2.69202 -1.70373 0.88503 -0.09 -9.06 2.53
C 1.75829 -0.97525 0.11810 5.63 3.27 -6.87
H 0.87332 -0.83300 0.48971 -5.15 0.18 2.18
H 1.74714 -1.29804 -1.02721 -0.41 0.18 2.54
H 2.17991 -2.88717 0.82368 0.60 3.03 1.03
H 2.72066 -1.41766 1.96031 0.22 0.03 -0.65
H 4.72453 -0.45090 1.25690 -0.17 0.33 -2.67
H 3.75944 -0.39252 -1.63008 -0.32 2.57 1.42
H 3.09094 2.30374 0.77498 -2.01 -2.72 -0.52
H 2.53789 0.86690 1.71704 0.67 -0.12 3.32
H 0.84710 2.70453 1.90533 0.16 -1.19 -2.16
H 0.16714 1.17190 1.13360 -0.45 -0.60 0.84
H -0.93838 3.20583 -1.64079 0.75 -2.39 1.75
H -1.22187 2.94725 0.13290 0.32 -1.59 -1.85
H -0.30015 0.90694 -2.56434 10.31 8.02 -8.27
H -0.96641 -1.56168 -3.06757 1.47 -2.66 -3.69
H -2.43387 -2.68589 -1.46156 0.07 0.95 0.77
```
Forces are in eV/Å.

Values from the calculation:
Highest occupied orbital energy   -7.66 eV
Relative energy (zero: lowest compared OMol25 entry of this formula, charge and spin)   492.2 kcal/mol
Electronic energy   -25047.6296 eV
Total charge   0

Charge distribution, natural (NBO) scheme, values in e:
1 C -0.175
2 H 0.147
3 H 0.168
4 H 0.150
5 O -0.477
6 C 0.246
7 C -0.358
8 C -0.151
9 C -0.193
10 C -0.180
11 C 0.372
12 O -0.480
13 C -0.221
14 H 0.168
15 H 0.167
16 H 0.218
17 C -0.230
18 N -0.658
19 H 0.370
20 C -0.207
21 C -0.175
22 N -0.459
23 C -0.296
24 H 0.237
25 C -0.124
26 H 0.260
27 O -0.567
28 C -0.110
29 C -0.247
30 H 0.217
31 H 0.219
32 H 0.190
33 H 0.187
34 H 0.183
35 H 0.204
36 H 0.165
37 H 0.129
38 H 0.193
39 H 0.159
40 H 0.179
41 H 0.212
42 H 0.163
43 H 0.180
44 H 0.225

=====

Entry 2:
Computed, not measured: a structure of composition C15H24N6O6Pb at a distorted geometry, with the ωB97M-V functional and the def2-TZVPD basis.

The geometry in XYZ format:
```
52
Properties=species:S:1:pos:R:3:forces:R:3
O 2.35478 -2.30805 -4.55426 0.80 1.32 0.02
H 2.87733 -1.44935 -4.66502 -0.95 -1.27 0.20
Pb 0.36193 -0.47086 -1.71508 4.74 0.12 1.42
N 0.17063 1.70320 0.02528 0.55 0.34 0.17
N 1.63303 1.86013 -2.09076 -0.62 0.30 0.73
N -1.09442 -1.36197 -0.01683 -2.13 -2.68 0.30
N -0.39748 -2.65726 -2.30364 -2.38 -1.80 1.62
O -0.63493 1.61459 1.02389 0.06 0.32 0.13
O -1.53791 -0.85045 1.16902 0.23 0.43 -0.72
O -0.06632 -3.47308 -3.35668 1.24 0.69 -0.60
O 2.13784 1.89977 -3.21847 0.63 0.40 -0.41
C 1.75299 2.92240 -1.23038 -0.44 -0.55 0.30
C 0.94364 2.82419 -0.05322 -0.45 -1.03 -0.91
C -1.68818 -2.53655 -0.27523 1.14 3.01 1.20
C -1.30779 -3.20826 -1.49173 1.96 -0.19 -3.01
C 0.88627 3.88100 0.99267 0.34 0.24 -0.03
H 1.06693 3.43383 1.97554 -0.29 0.11 -0.05
H -0.07395 4.41401 0.98725 0.13 -0.29 0.12
H 1.67291 4.61472 0.80455 -0.10 -0.02 0.09
C 2.62745 4.08462 -1.53805 0.28 0.43 -0.22
H 3.06557 3.95295 -2.53067 -0.11 -0.03 0.12
H 3.45752 4.20632 -0.82520 -0.30 -0.11 -0.08
H 2.05424 5.02218 -1.54291 0.13 -0.20 0.04
C -2.64341 -3.06539 0.73770 -0.44 -0.74 0.05
C -1.87291 -4.51949 -1.94244 -0.46 -0.45 0.47
H -3.54577 -2.45020 0.83279 0.31 0.15 -0.07
H -2.16928 -3.08938 1.72420 -0.06 0.09 -0.15
H -2.98636 -4.07469 0.50519 0.15 0.11 -0.02
H -1.08043 -5.25486 -2.10993 -0.04 0.24 -0.14
H -2.43526 -4.38926 -2.87719 0.31 -0.01 0.14
H -2.55362 -4.95938 -1.21667 0.00 0.13 0.01
H -1.18137 0.10024 1.17143 0.04 0.10 -0.06
H 0.77326 -3.07730 -3.77165 -1.49 -0.34 0.73
C -1.35660 0.44847 -2.33794 -2.44 0.98 -1.36
H -1.50228 1.38487 -1.78822 -0.31 -0.39 -0.22
H -2.14520 -0.30617 -2.21058 -0.18 0.67 -0.19
H -1.17214 0.64836 -3.39978 -0.45 0.13 0.07
O -2.84638 3.29977 -0.43003 -0.63 -0.28 0.37
H -3.79946 3.06831 -0.47979 1.04 0.16 0.22
H -2.50767 2.94473 0.41624 -0.26 0.05 -0.59
N 0.71651 0.26311 6.82974 0.39 -0.45 -2.28
C 0.90500 0.03644 5.69926 -0.30 0.39 2.03
C 1.12646 -0.24650 4.29950 0.08 0.10 -0.39
C 0.63194 -1.41713 3.72309 -0.08 -0.40 -0.45
C 0.81184 -1.60701 2.34317 -0.03 0.26 0.72
N 1.38438 -0.70176 1.54760 0.60 -0.72 0.31
C 1.95493 0.35092 2.12043 0.07 0.42 0.66
C 1.84160 0.64474 3.48762 0.00 -0.13 -0.25
H 0.09063 -2.17725 4.30120 0.35 0.47 -0.16
H 0.46292 -2.53888 1.88450 0.03 0.46 0.04
H 2.54750 1.01300 1.47536 -0.45 -0.22 0.17
H 2.28909 1.55362 3.89514 -0.16 -0.36 -0.09
```
Forces are in eV/Å.

Values from the calculation:
Highest occupied orbital energy (alpha / beta)   -7.47 / -7.52 eV
Relative energy (zero: lowest compared OMol25 entry of this formula, charge and spin)   77.8 kcal/mol
Electronic energy   -42406.3229 eV
Total charge   0

Charge distribution, natural (NBO) scheme, values in e:
1 O -0.476
2 H 0.448
3 Pb 1.148
4 N -0.067
5 N -0.030
6 N -0.126
7 N -0.159
8 O -0.555
9 O -0.560
10 O -0.552
11 O -0.400
12 C 0.136
13 C 0.132
14 C 0.167
15 C 0.187
16 C -0.674
17 H 0.232
18 H 0.244
19 H 0.220
20 C -0.694
21 H 0.252
22 H 0.226
23 H 0.230
24 C -0.668
25 C -0.671
26 H 0.252
27 H 0.245
28 H 0.220
29 H 0.253
30 H 0.248
31 H 0.218
32 H 0.515
33 H 0.517
34 C -1.175
35 H 0.269
36 H 0.216
37 H 0.227
38 O -0.957
39 H 0.471
40 H 0.486
41 N -0.285
42 C 0.272
43 C -0.137
44 C -0.209
45 C 0.061
46 N -0.415
47 C 0.059
48 C -0.214
49 H 0.233
50 H 0.196
51 H 0.208
52 H 0.234